No. 1
{"formula": "C6H16NO", "method": "ωB97M-V with the def2-TZVPD basis set", "total_energy_ha": -367.85150, "orbital_gap_ev": 11.166, "charge": 1, "homo_energy_ev": -14.52, "largest_force_ev_per_a": 5.664, "elements": ["C", "O", "C", "C", "C", "C", "C", "N", "H", "H", "H", "H", "H", "H", "H", "H", "H", "H", "H", "H", "H", "H", "H", "H"], "xyz": [[-1.072, -1.490, -1.731], [-1.755, -0.801, -2.896], [-0.113, -0.433, -1.194], [-0.073, -0.526, 0.437], [1.009, 0.331, 1.173], [1.144, -0.317, 2.624], [0.576, 1.733, 1.522], [-0.551, 0.952, -1.778], [-1.946, -1.764, -1.159], [-0.803, -2.472, -2.127], [-1.723, -1.602, -3.414], [0.982, -0.372, -1.418], [0.368, -1.627, 0.492], [-1.205, -0.315, 0.609], [1.992, 0.386, 0.614], [2.184, -0.195, 2.909], [0.362, -0.101, 3.449], [0.874, -1.385, 2.630], [-0.172, 1.657, 2.294], [1.488, 2.331, 2.000], [0.137, 2.193, 0.782], [-0.173, 0.957, -2.749], [-1.488, 1.144, -1.732], [-0.043, 1.717, -1.337]], "forces_ev_per_a": [[-1.6721, 1.2574, -2.1220], [1.1848, -1.5252, 0.8400], [1.6267, 0.6766, 2.5140], [0.0409, -0.4859, -2.8865], [-1.0953, -0.6957, 1.6932], [-0.7116, -1.3631, -0.1044], [3.5511, -0.8421, 4.3318], [4.3279, -0.9388, -0.2568], [0.2811, 0.4687, 1.4399], [1.4275, 0.3260, 0.4064], [-0.8421, 0.3726, -1.5329], [-1.0223, -1.0075, -0.6496], [-1.8141, 1.9030, 0.3317], [2.0740, -0.8395, 1.0785], [-1.0425, -0.6592, 0.5916], [-0.1705, -0.0193, 0.7307], [1.4178, 1.0859, -1.4874], [0.9348, -0.1427, -0.6252], [-0.2554, 0.1630, 0.3385], [-2.0559, -1.0816, -1.2584], [-1.8929, 3.1261, -4.1798], [-1.1482, -0.0627, 0.4881], [-3.1734, 0.3912, -0.2352], [0.0295, -0.1073, 0.5541]], "nbo_charge": [-0.135, -0.749, -0.069, -0.404, -0.255, -0.626, -0.593, -0.669, 0.218, 0.227, 0.490, 0.230, 0.254, 0.231, 0.218, 0.234, 0.234, 0.213, 0.222, 0.237, 0.163, 0.458, 0.437, 0.433]}

***

No. 2
{"formula": "C6H16NO", "method": "ωB97M-V with the def2-TZVPD basis set", "total_energy_ha": -367.91582, "orbital_gap_ev": 9.355, "charge": 1, "homo_energy_ev": -12.71, "largest_force_ev_per_a": 3.253, "elements": ["C", "C", "C", "C", "C", "C", "N", "H", "H", "H", "H", "H", "H", "H", "H", "H", "H", "H", "H", "H", "H", "H", "H", "O"], "xyz": [[-0.392, 0.909, 0.761], [0.956, 0.884, 0.062], [0.984, 0.300, -1.328], [0.757, -1.232, -1.376], [1.140, -2.067, -0.154], [2.300, -2.150, 0.447], [-1.254, 1.945, 0.036], [-0.867, -0.059, 0.951], [-0.229, 1.300, 1.762], [1.706, 0.283, 0.610], [1.441, 1.881, 0.085], [1.976, 0.563, -1.768], [0.395, 0.887, -2.056], [-0.273, -1.448, -1.692], [1.421, -1.687, -2.110], [0.233, -2.550, 0.230], [2.559, -2.617, 1.376], [3.144, -1.686, -0.071], [-2.301, 1.856, 0.155], [-1.223, 1.827, -0.977], [-1.163, 2.867, 0.452], [-4.160, -0.402, 0.993], [-3.677, 0.214, 2.278], [-3.472, 0.184, 1.336]], "forces_ev_per_a": [[0.8292, 0.4456, 0.6743], [1.1782, 0.1317, 0.2198], [1.1710, 0.4448, -0.9681], [0.6561, -0.4819, -0.3866], [-2.7277, 0.4355, 0.3380], [1.3842, 0.6341, -0.8199], [-2.9102, -1.2696, 0.7101], [-0.3219, 0.3221, -0.9037], [-0.1885, 0.2723, 0.0869], [-0.8252, 0.1726, 0.3264], [-0.6128, -0.1655, -0.1412], [-0.3276, -0.4905, 0.6037], [-0.5743, -0.5758, 0.2435], [0.3025, -0.1123, 0.2426], [-0.2152, 0.4275, -0.7571], [0.5526, -0.1376, 0.4269], [-0.3561, -0.5292, 0.1760], [0.0019, 0.0986, 0.3014], [0.9189, -0.9414, 0.6033], [0.9704, 0.7375, -0.1143], [1.0124, 0.4270, -0.7637], [0.1272, 0.0818, -0.1535], [0.1130, 0.1110, 0.0329], [-0.1581, -0.0384, 0.0224]], "nbo_charge": [-0.228, -0.457, -0.417, -0.470, -0.180, -0.396, -0.702, 0.260, 0.228, 0.270, 0.223, 0.240, 0.194, 0.214, 0.247, 0.196, 0.224, 0.190, 0.464, 0.447, 0.449, 0.494, 0.491, -0.978]}

***

No. 3
{"formula": "C6H16NO", "method": "ωB97M-V with the def2-TZVPD basis set", "total_energy_ha": -367.81049, "orbital_gap_ev": 6.325, "charge": 1, "homo_energy_ev": -12.81, "largest_force_ev_per_a": 3.502, "elements": ["C", "C", "C", "C", "C", "C", "N", "H", "H", "H", "H", "H", "H", "H", "H", "H", "H", "H", "H", "H", "H", "H", "H", "O"], "xyz": [[-1.016, -1.503, 0.924], [-1.088, -0.069, 0.518], [0.034, 0.494, -0.176], [-0.047, 0.930, 1.389], [-0.702, 2.134, 1.542], [1.267, 0.507, 2.025], [2.030, 1.768, -3.476], [-1.118, -2.060, -0.006], [-0.022, -1.794, 1.259], [-1.743, -1.837, 1.655], [-2.077, 0.341, 0.373], [0.899, -0.120, -0.394], [-0.139, 1.315, -0.865], [-0.674, 2.884, 0.748], [-1.323, 2.371, 2.407], [2.028, 0.941, 1.381], [1.517, -0.547, 2.060], [1.397, 0.966, 3.003], [1.914, 2.305, -4.325], [1.630, 2.347, -2.750], [3.013, 1.642, -3.290], [-1.736, -3.839, -1.921], [-2.459, -4.751, -0.910], [-1.588, -4.425, -1.172]], "forces_ev_per_a": [[0.3542, -0.1673, 0.2813], [-0.1934, -0.7534, -0.3374], [0.0961, 1.2223, 0.5691], [2.1096, -0.0546, -2.7949], [-0.7115, -0.1423, 0.5869], [-0.2666, 0.2268, 1.2260], [-0.5019, -0.0776, 0.1155], [-0.4338, -0.1872, -0.1433], [0.0280, 0.1583, 0.1542], [-0.1864, 0.1074, -0.0576], [0.0039, 0.0868, -0.0481], [-0.1710, -0.1176, 0.0041], [-0.0614, -0.0780, 0.0017], [-1.0176, -0.5439, -0.3754], [1.0030, 0.3988, 0.5288], [0.0094, 0.2290, 0.0009], [-0.5385, -0.2305, 0.1635], [-0.0082, -0.2472, 0.2154], [0.1918, -0.1030, -0.1972], [0.1817, 0.0725, 0.1729], [0.1238, 0.1314, -0.0441], [-0.1181, -0.1903, -0.0967], [0.1862, 0.0494, -0.1741], [-0.0792, 0.2103, 0.2486]], "nbo_charge": [-0.645, -0.004, -0.395, -0.117, 0.055, -0.607, -1.074, 0.285, 0.234, 0.251, 0.254, 0.253, 0.242, 0.221, 0.228, 0.242, 0.249, 0.247, 0.370, 0.340, 0.366, 0.470, 0.478, -0.944]}